[1]
Molecular formula: C2H6N3O2
Method: DFT, ωB97M-V/def2-TZVPD

Cartesian coordinates (Å):
O: -0.1556 2.6903 0.1086
C: -0.0868 1.5086 0.0407
N: 0.3360 0.6721 1.1572
N: 0.1542 -0.7432 0.8743
C: -0.2508 -0.8165 -0.6393
O: 0.8044 -1.3766 -1.2195
N: -0.4217 0.6685 -0.9928
H: 0.0015 1.1349 1.9876
H: -0.6965 -1.0231 1.3371
H: 0.9343 -1.3634 0.9355
H: -1.2001 -1.3051 -0.6555
H: 1.5572 -0.7769 -1.0983
H: -0.9762 0.7303 -1.8354

**Net charge**: +1
**E_tot**: -394.24550 Eh
**HOMO**: -15.5044 eV
**Gap between HOMO and LUMO**: 11.533 eV
**Spin multiplicity**: 1
**LUMO energy**: -3.97 eV

These are the Mulliken partial charges, in e, on atoms 1 to 6: number 1, O, carries -0.45; number 2, C, carries 0.45; number 3, N, carries -0.35; number 4, N, carries 0.05; number 5, C, carries -0.21; number 6, O, carries -0.49

***

[2]
Molecular formula: C5H11NO
Method: DFT, ωB97M-V/def2-TZVPD

Cartesian coordinates (Å):
C: -2.5781 0.8184 -0.2117
C: -1.3643 0.9902 -0.7226
C: -0.0964 1.2758 0.0590
N: 1.1010 0.7566 -0.5907
C: 1.5401 -0.5103 -0.2051
C: 2.4628 -1.2246 -0.8549
H: -3.3536 0.4156 -0.8414
H: -2.7944 0.8127 0.8532
H: -1.3130 1.0234 -1.8115
H: -0.0331 2.3434 0.2798
H: -0.2267 0.7182 0.9882
H: 1.0523 0.8686 -1.5963
H: 1.4266 -0.7288 0.8484
H: 2.5804 -0.9656 -1.9128
H: 3.2962 -1.8127 -0.4959
O: -0.2760 -1.8707 2.0471
H: -0.4231 -1.2103 2.7339
H: -1.0008 -1.7000 1.4332

**Net charge**: 0
**E_tot**: -327.02287 Eh
**HOMO**: -7.9733 eV
**Gap between HOMO and LUMO**: 8.708 eV
**Spin multiplicity**: 1
**LUMO energy**: 0.74 eV

These are the Mulliken partial charges, in e, on atoms 1 to 6: number 1, C, carries -0.87; number 2, C, carries 0.02; number 3, C, carries -0.34; number 4, N, carries -0.25; number 5, C, carries 0.23; number 6, C, carries -0.81

***

[3]
Molecular formula: C21H60O9
Method: DFT, ωB97M-V/def2-TZVPD

Cartesian coordinates (Å):
C: -0.3271 -5.5876 1.0854
C: -1.0662 -4.2767 1.4084
C: -0.6676 -3.2312 0.4040
O: -2.4110 -4.5058 1.2933
H: -0.7833 -6.3530 1.7133
H: 0.7531 -5.5460 1.2246
H: -0.5055 -5.8442 0.0411
H: -0.8200 -3.9190 2.4082
H: 0.3942 -2.9891 0.4496
H: -1.1732 -2.2887 0.6147
H: -0.8846 -3.4903 -0.6323
H: -2.5607 -4.7441 0.3755
C: -5.9542 1.1183 0.1498
C: -4.5743 0.4031 0.1052
C: -4.1978 -0.1110 -1.3185
O: -3.5627 1.2226 0.6996
H: -6.0799 1.7403 1.0360
H: -6.7516 0.3754 0.1672
H: -6.0325 1.7097 -0.7624
H: -4.6903 -0.5218 0.6702
H: -4.1235 0.6905 -2.0535
H: -4.9527 -0.8148 -1.6691
H: -3.2365 -0.6199 -1.2479
H: -3.5466 2.0135 0.1557
C: 1.0725 -2.6863 -5.8474
C: 0.6212 -3.0605 -4.4119
C: 0.6873 -1.9380 -3.3519
O: -0.6662 -3.5560 -4.4902
H: 0.4881 -1.8756 -6.2825
H: 0.9222 -3.5549 -6.4884
H: 2.1271 -2.4113 -5.8306
H: 1.2306 -3.8703 -4.0107
H: 1.7019 -1.7059 -3.0283
H: 0.0598 -2.0786 -2.4717
H: 0.3572 -1.0157 -3.8299
H: -0.5941 -4.3748 -4.9860
C: 5.9996 0.1611 -2.2234
C: 4.5729 0.5955 -1.9181
C: 4.1379 0.4796 -0.4843
O: 4.5513 1.9299 -2.2282
H: 6.1275 -0.9056 -2.0393
H: 6.6678 0.6704 -1.5290
H: 6.2598 0.2600 -3.2773
H: 3.8946 0.0488 -2.5732
H: 4.8846 0.9926 0.1217
H: 4.1051 -0.5795 -0.2285
H: 3.1846 0.9426 -0.2295
H: 3.7718 2.0435 -2.7769
C: 2.4031 1.1724 3.4420
C: 2.1193 2.6690 3.4765
C: 1.0035 3.1263 2.5615
O: 1.7421 3.0332 4.8039
H: 3.2811 1.0381 4.0737
H: 2.7054 0.7920 2.4663
H: 1.5994 0.5716 3.8679
H: 3.0345 3.2419 3.3272
H: 0.9202 4.2131 2.5741
H: 0.0185 2.7007 2.7533
H: 1.2657 3.0176 1.5091
H: 1.6067 3.9810 4.8734
C: -1.5016 -0.7206 3.5528
C: -2.4114 -1.2067 4.6634
C: -2.7348 -2.6649 4.4517
O: -1.7726 -1.0391 5.9135
H: -0.6557 -1.3958 3.4238
H: -1.0064 0.2279 3.7609
H: -2.0195 -0.6007 2.6012
H: -3.3604 -0.6707 4.6773
H: -1.9140 -3.3421 4.6882
H: -3.0818 -2.9149 3.4491
H: -3.5687 -2.9577 5.0895
H: -1.0353 -0.4317 5.8178
C: -0.7338 5.4801 -0.4714
O: -0.8915 4.1069 -0.6502
H: -0.7297 5.7444 0.5861
H: 0.1855 5.9130 -0.8658
H: -1.5221 6.0546 -0.9577
H: -1.7955 3.9141 -0.3908
C: -0.2134 0.5986 -0.6701
O: 0.5839 1.6991 -0.9607
H: -0.6946 0.5921 0.3079
H: -0.9199 0.3929 -1.4742
H: 0.4525 -0.2636 -0.6325
H: 0.0463 2.4775 -0.7973
C: 1.9525 4.0882 -2.8534
O: 2.0967 2.7116 -3.0424
H: 1.1329 4.4226 -3.4894
H: 1.7144 4.3280 -1.8171
H: 2.8831 4.6210 -3.0490
H: 1.4045 2.3377 -2.4923

**Net charge**: +1
**E_tot**: -1512.82161 Eh
**Expectation value of S²**: 0.754
**HOMO (spin up / spin down)**: -11.5253 / -11.5253 eV
**Gap between HOMO and LUMO (spin up / spin down)**: 9.117 / 2.716 eV
**Spin multiplicity**: 2
**LUMO energy (spin up / spin down)**: -2.41 / -8.81 eV

These are the Mulliken partial charges, in e, on atoms 1 to 6: number 1, C, carries -1.52; number 2, C, carries 0.47; number 3, C, carries -1.13; number 4, O, carries -0.55; number 5, H, carries 0.40; number 6, H, carries 0.36

***

[4]
Molecular formula: C3H8O3
Method: DFT, ωB97M-V/def2-TZVPD

Cartesian coordinates (Å):
O: -4.5251 0.9406 -0.3459
C: -4.0403 1.6379 -1.1729
O: -2.7486 1.5380 -1.5855
H: -4.5763 2.4263 -1.7111
H: -2.4381 2.4216 -1.8141
C: 2.8322 -1.5207 0.3855
C: 1.7306 -0.8621 1.1753
O: 1.0709 0.0982 0.3406
H: 2.4225 -1.7963 -0.5925
H: 3.2245 -2.4047 0.8796
H: 3.6246 -0.8249 0.1040
H: 1.0477 -1.6146 1.5625
H: 2.1619 -0.3078 2.0200
H: 0.2134 0.2686 0.7543

**Net charge**: 0
**E_tot**: -344.80327 Eh
**HOMO**: -10.2041 eV
**Gap between HOMO and LUMO**: 10.781 eV
**Spin multiplicity**: 1
**LUMO energy**: 0.58 eV

These are the Mulliken partial charges, in e, on atoms 1 to 6: number 1, O, carries -0.40; number 2, C, carries 0.22; number 3, O, carries -0.42; number 4, H, carries 0.25; number 5, H, carries 0.34; number 6, C, carries -1.03